A gas-phase ion, C2HN4O2S (charge -1), computed with ωB97M-V/def2-TZVPD.

Last column: Mulliken charge in e.
Positions of all 10 atoms, in Å:
N -1.924 -1.162 -0.499  -0.538
N 2.493 0.503 -0.074  1.182
C -2.502 -0.170 0.127  0.177
C 0.294 0.219 0.116  0.250
N 1.302 0.965 0.273  -0.604
N -1.936 0.741 0.793  -0.576
S -0.271 -1.132 -0.573  0.080
H -3.476 -0.580 0.266  0.343
O 2.573 -0.629 -0.565  -0.653
O 3.446 1.245 0.137  -0.662

Computed properties:
- Gap between HOMO and LUMO: 7.437 eV
- LUMO: 3.4 eV
- Charge: -1
- E_HOMO: -4.06 eV
- Spin multiplicity: 1

2 unconnected molecules or ions with the total composition C2HN4S, computed with ωB97M-V/def2-TZVPD.

Last column: Mulliken charge in e.
Positions of all 8 atoms, in Å:
N 1.653 1.438 1.114  -0.324
N 1.226 0.157 -0.572  -0.370
C -2.829 -0.408 -1.620  0.058
N 0.707 0.584 1.546  -0.432
C 0.445 -0.159 0.467  0.092
S -2.952 -1.813 -0.996  -0.075
N 1.892 1.224 -0.162  -0.300
H -0.142 -1.022 0.222  0.350

Computed properties:
- Gap between HOMO and LUMO: 7.052 eV
- LUMO: 2.4 eV
- Charge: -1
- E_HOMO: -4.61 eV
- Spin multiplicity: 1

2 unconnected molecules or ions with the total composition C2HN5, computed with ωB97M-V/def2-TZVPD.

Last column: Mulliken charge in e.
Positions of all 8 atoms, in Å:
C -0.483 0.134 0.674  -0.131
N -1.703 0.084 2.547  0.478
H 0.686 0.418 -1.100  0.348
C 0.283 0.028 -0.233  0.022
N -1.437 1.093 3.333  -0.164
N -2.550 -0.749 3.022  -0.306
N -2.178 0.873 4.354  -0.178
N -2.901 -0.248 4.159  -0.070

Computed properties:
- Gap between HOMO and LUMO (spin up / spin down): 7.899 / 7.894 eV
- LUMO (spin up / spin down): -4.1 / -4.2 eV
- E_HOMO (spin up / spin down): -12.05 / -12.05 eV
- Spin multiplicity: 1

The records above give, respectively, relative energy (zero: lowest compared OMol25 entry of this formula, charge and spin) values of 307.0; 212.7; 734.6 kJ/mol.